Record 1
The following is a quantum chemistry calculation of C42H47BF6N6O11P3SSn as an isolated structure at a distorted geometry, from OMol25.

```
118
Properties=species:S:1:pos:R:3:forces:R:3
Sn 1.4149 -0.7180 -0.9061 0.322 0.321 -0.136
C -3.6010 2.2966 2.6982 -0.276 -0.368 0.380
C -2.9497 0.9941 2.3052 -0.779 1.353 0.166
C -3.5209 -0.1658 1.9082 -0.718 -1.736 0.098
C -2.4272 -1.0617 1.7311 -1.604 -1.000 -0.419
N -1.2988 -0.4473 1.8995 0.984 1.532 0.825
N -1.6289 0.8404 2.3014 1.643 -0.542 -0.637
B -0.5725 1.9490 2.5345 0.866 -0.245 -0.369
N -0.5995 3.0192 1.4040 0.256 -0.290 0.407
N -0.4681 2.7257 0.1072 -0.253 0.865 -1.269
C -0.5794 3.9082 -0.5521 0.155 -1.008 0.218
C -0.7673 4.9608 0.3523 0.281 -0.289 0.147
C -0.7472 4.3405 1.5915 -0.116 0.549 0.444
C -0.7977 5.0055 2.9440 0.822 0.080 -0.997
C -0.5811 3.9946 -2.0310 -0.567 0.065 0.808
C -1.5880 4.7953 -2.6321 0.705 -1.090 0.530
C -1.7385 4.8225 -3.9965 0.005 0.904 0.141
C -0.8279 4.1389 -4.7916 0.314 -0.225 0.023
C 0.1790 3.3959 -4.1986 0.091 -0.728 1.013
C 0.3050 3.2568 -2.7918 -0.867 1.254 -1.773
N 0.8699 1.3711 2.7614 -1.605 0.276 -0.249
N 1.8165 1.2673 1.8153 -0.237 0.466 -0.348
C 2.9369 1.0388 2.4677 1.181 -0.292 -0.124
C 2.7128 0.9301 3.8362 -0.707 0.196 0.452
C 1.3632 1.1677 3.9952 0.594 -0.633 0.094
C 0.5327 1.1111 5.2400 0.305 -0.024 -0.034
C 4.2284 0.8869 1.7671 0.026 -0.758 -0.803
C 5.1312 -0.1305 2.1366 -0.635 0.435 0.312
C 6.2695 -0.4095 1.4078 0.303 0.590 -0.552
C 6.5489 0.3742 0.2647 -0.312 -0.320 0.428
C 5.6440 1.3643 -0.1313 0.965 -0.119 0.127
C 4.5002 1.6010 0.5913 -0.292 0.042 0.813
C -2.4887 -2.5541 1.6098 0.040 0.700 -0.296
C -1.4880 -3.3009 0.9743 -0.231 1.186 0.023
C -1.4675 -4.6698 1.0987 1.048 -0.243 -0.633
C -2.4223 -5.3042 1.8520 -1.216 -0.684 0.453
C -3.4877 -4.5879 2.4006 0.338 0.810 0.145
C -3.5316 -3.1957 2.2744 0.888 -0.529 0.028
H -4.6724 2.3314 2.4502 0.311 -0.375 0.201
H -3.1708 3.1230 2.1670 0.434 0.468 -0.275
H -3.4724 2.4882 3.7767 -0.074 -0.075 -0.323
H -4.5780 -0.4290 1.8764 0.374 0.255 -0.110
H -0.7709 2.5437 3.5400 -0.583 0.120 0.330
H -0.7634 6.0159 0.1148 -0.180 -0.099 0.175
H -0.9441 6.0539 2.6785 -0.069 0.132 0.543
H 0.1930 4.8916 3.4356 -0.770 0.049 0.007
H -1.6105 4.6338 3.5558 0.015 0.014 0.243
H -2.2893 5.2764 -1.9720 -0.127 0.261 0.051
H -2.5057 5.4937 -4.3838 0.088 -0.421 -0.301
H -0.8814 4.1728 -5.8683 -0.108 0.046 -0.159
H 0.8639 2.8034 -4.7771 0.207 0.088 -0.386
H 1.0937 2.6736 -2.3705 0.288 -0.346 0.282
H 3.3779 0.7268 4.6328 0.703 -0.185 0.424
H 1.0660 0.6239 6.0698 -0.024 0.057 -0.419
H -0.3946 0.5751 5.0602 -0.125 -0.055 0.026
H 0.2891 2.1148 5.5583 -0.252 0.345 0.194
H 4.9071 -0.7603 2.9909 -0.130 0.100 0.037
H 6.8746 -1.2490 1.7720 0.064 0.465 -0.512
H 7.4319 0.2114 -0.3383 0.051 -0.133 0.052
H 5.8628 2.0086 -0.9784 -0.031 -0.393 -0.049
H 3.8294 2.3753 0.2569 -0.289 0.029 0.045
H -0.7199 -2.7542 0.4196 -0.182 -0.454 0.181
H -0.6585 -5.2252 0.6149 -0.284 0.120 0.197
H -2.3945 -6.3848 2.0066 0.111 0.276 -0.113
H -4.2176 -5.0461 3.0432 -0.231 -0.417 -0.022
H -4.2318 -2.5686 2.8051 -0.325 -0.217 0.024
O 0.6126 0.2260 -4.5576 0.202 -0.246 0.064
P 1.4837 -1.1167 -4.2707 -0.214 0.096 0.099
O 1.4128 -2.0928 -5.3670 -0.232 0.363 0.518
O 1.0403 -1.4212 -2.8296 0.130 -0.287 -0.515
O 2.9703 -0.5209 -4.1877 0.140 0.135 0.229
P 3.5630 0.5965 -3.1967 -0.753 1.053 0.349
O 3.3225 2.0350 -3.9182 -0.069 -0.571 -0.393
O 4.9968 0.4534 -3.0864 1.742 -0.647 0.139
O 2.7008 0.6771 -1.9348 -0.541 -0.632 0.082
H 0.4698 0.3574 -5.4933 0.026 0.045 -0.463
H 4.1684 2.1269 -4.3894 -0.336 0.368 0.061
C -0.0609 -2.8096 4.4686 -0.688 0.491 -1.443
C 0.9783 -2.8992 3.3819 0.432 -0.215 -0.036
C 1.8297 -4.1007 3.1339 -1.108 -0.066 -1.576
O 1.0319 -2.0597 2.3042 -0.783 0.719 -0.231
C 4.3132 -2.5079 0.5445 -0.285 -0.506 0.370
O 4.7460 -3.1539 1.3858 0.667 -0.587 0.719
O 3.8460 -1.8607 -0.2805 -0.551 0.967 -1.274
H 0.3578 -2.9618 5.4536 0.245 0.129 0.368
H -0.8791 -3.5604 4.3657 0.297 0.159 -0.121
H -0.5647 -1.8174 4.3859 0.389 -0.571 0.334
H 2.2572 -4.4705 4.0207 0.670 -0.568 1.272
H 2.6218 -3.8545 2.4056 -0.347 -0.141 0.436
H 1.2401 -4.9498 2.6656 0.447 0.682 0.354
H 0.2487 -1.4496 2.1663 0.495 -0.409 0.612
C -3.8981 2.3382 -0.7086 -0.588 -0.575 0.151
C -3.7034 1.1525 -1.6022 -0.078 0.270 -0.389
C -2.4019 1.0145 -2.0628 0.013 -0.920 -0.471
C -2.2095 0.2766 -3.2284 0.246 -0.073 -1.328
C -3.3048 -0.2703 -3.9035 -0.901 -0.505 0.486
C -4.5872 -0.3374 -3.3120 1.655 0.899 -0.825
C -4.7703 0.4252 -2.1923 0.781 0.508 1.211
S -3.2429 -0.8749 -5.6053 1.220 -0.817 0.896
C -1.9875 -2.1858 -5.2806 -0.480 0.421 -1.202
O -4.5103 -1.6076 -5.8912 -0.131 0.171 0.021
H -4.2703 3.1266 -1.3455 -0.031 0.549 -0.197
H -2.9416 2.6415 -0.2889 -0.174 0.046 0.285
H -4.6697 2.1680 0.0335 0.018 0.002 0.436
H -1.5581 1.4837 -1.5375 -0.524 -0.143 -0.318
H -1.2260 0.2180 -3.7277 -0.644 0.139 0.631
H -5.3806 -0.8093 -3.8519 -0.353 -0.330 -0.059
H -5.7400 0.4598 -1.7356 -0.444 0.228 0.196
H -2.3791 -2.9219 -4.6036 -0.272 -0.046 0.569
H -1.0232 -1.7935 -4.9820 -0.072 0.073 0.092
H -1.8891 -2.6643 -6.2536 0.233 -0.054 -0.073
F 1.5139 -3.7731 -0.8393 -0.050 0.622 0.275
P 2.0819 -5.2033 -1.3583 0.387 -0.821 -1.084
F 0.6432 -5.4701 -2.0811 0.612 -0.081 -0.247
F 2.7132 -6.6412 -1.8683 -0.677 0.500 0.098
F 3.4806 -4.9252 -0.5760 0.018 0.254 0.135
F 1.4947 -5.9173 -0.0654 -0.142 -0.372 0.956
F 2.6722 -4.5063 -2.6787 -0.176 0.134 0.017
```
Forces are in eV/Å.

net charge = -2
expectation value of S² = 0.754
frontier orbital gap (alpha / beta) = 5.359 / 7.861 eV
multiplicity = 2

Atom charges from the Mulliken analysis, given in e for atoms 1 to 2:
1 Sn 1.185
2 C -1.306

Record 2
The following is a quantum chemistry calculation of C42H47GeN4PtS3Se as an isolated structure at a distorted geometry, from OMol25.

```
99
Properties=species:S:1:pos:R:3:forces:R:3
Pt -0.1206 1.8605 -1.2124 -1.275 1.887 -0.919
N 0.0212 1.4915 0.6452 2.383 -3.696 5.125
S 1.0037 0.5590 1.4324 -4.714 4.737 -2.530
N 1.1997 -0.9551 1.0758 -0.039 -4.803 -1.096
S 0.2061 -2.1489 0.6190 0.038 1.596 -1.213
N -0.6812 -1.9450 -0.7199 0.575 -1.547 4.126
S -0.4159 -1.2084 -2.0971 0.469 4.301 -3.135
N 0.0509 0.2223 -2.2956 0.154 -5.157 -0.891
C 0.5340 -2.3969 -3.0392 0.919 0.213 1.153
C 1.8190 -2.1259 -3.5196 0.776 -0.195 -0.900
C 2.6429 -3.1971 -3.9290 -2.287 0.143 1.203
C 2.1185 -4.4994 -3.8870 1.565 0.415 -0.070
C 0.8329 -4.7350 -3.4909 -1.593 0.763 -0.737
C 0.0679 -3.6813 -2.9641 -0.001 -1.193 -0.251
C -2.0771 -1.4399 -2.9058 -0.493 -1.858 1.889
C -3.0904 -2.2960 -2.3952 0.059 0.759 0.628
C -4.2877 -2.4591 -3.1080 1.279 1.061 -1.641
C -4.4062 -1.8586 -4.3974 1.028 0.874 1.392
C -3.3920 -0.9834 -4.8307 -1.671 -0.988 -0.124
C -2.2465 -0.7932 -4.0844 2.038 1.335 -1.688
C -0.9836 -2.4942 1.8735 -1.677 -0.713 0.011
C -2.2189 -1.8401 1.8592 1.168 1.234 -1.089
C -3.0574 -2.0365 2.9442 0.001 0.164 -0.591
C -2.8489 -3.0839 3.8607 -1.324 0.600 0.798
C -1.7025 -3.8481 3.8207 -0.347 0.170 -0.866
C -0.8169 -3.5088 2.7959 2.596 -1.043 1.097
C 1.1495 -3.7794 0.5936 -0.024 0.016 -0.977
C 2.5128 -3.7319 0.6474 1.644 0.367 0.324
C 3.2883 -4.9365 0.5191 -0.844 1.457 -0.154
C 2.6447 -6.1491 0.4021 -0.526 -0.293 -0.113
C 1.2510 -6.1931 0.2801 -1.015 0.160 0.484
C 0.4979 -5.0182 0.3352 -0.081 0.815 0.573
C 0.3316 0.6488 3.0876 0.074 -0.875 1.211
C -0.8983 1.2580 3.3811 1.171 -0.826 0.393
C -1.3765 1.2099 4.6901 0.035 0.332 0.061
C -0.5644 0.6932 5.7059 0.185 0.457 0.378
C 0.6723 0.1118 5.4131 -0.247 -0.678 1.493
C 1.0263 -0.0245 4.0957 0.745 0.472 -0.953
C 2.6764 1.1642 1.3926 0.680 -1.477 1.148
C 3.7346 0.6191 0.6983 -1.153 -1.654 -0.905
C 4.9665 1.2175 0.8146 1.416 -1.411 -1.504
C 5.2676 2.0734 1.8452 -1.169 0.225 -0.830
C 4.2385 2.5676 2.6082 -0.988 -1.373 -0.348
C 2.9434 2.0836 2.3554 0.976 1.498 0.241
H 2.2267 -1.1203 -3.6682 -0.532 -0.190 0.482
H 3.6273 -2.9866 -4.2365 1.010 0.060 -0.389
H 2.7756 -5.3382 -4.0926 -0.169 0.051 -0.536
H 0.2753 -5.5698 -3.9088 0.392 -0.691 1.059
H -0.8678 -3.9215 -2.4591 -0.012 0.199 -0.497
H -2.9487 -2.6726 -1.3577 -0.268 -0.005 -0.991
H -5.1255 -2.9899 -2.7510 -0.571 -0.746 0.654
H -5.3033 -1.8926 -5.0078 0.026 -0.403 0.284
H -3.6385 -0.4965 -5.7654 0.717 0.269 -0.041
H -1.3653 -0.1948 -4.4833 -1.411 -0.504 0.547
H -2.3554 -1.1391 0.9757 -0.368 -0.577 1.578
H -3.8354 -1.2902 3.0158 -0.595 -0.539 0.278
H -3.6334 -3.2802 4.6256 0.754 0.288 -0.570
H -1.5330 -4.6994 4.5066 0.035 0.759 -0.580
H 0.1474 -4.0350 2.8424 -0.422 0.177 -0.291
H 2.9997 -2.7433 0.8642 -0.328 -1.150 -0.455
H 4.3558 -4.8164 0.4210 0.142 -0.241 0.427
H 3.1233 -7.1256 0.4229 0.448 0.437 -0.192
H 0.7343 -7.1807 0.2364 0.436 1.037 -0.137
H -0.5871 -4.9979 0.3492 0.045 -0.379 -0.309
H -1.4164 1.7235 2.5952 -0.696 0.594 -0.862
H -2.3579 1.6660 4.9013 0.659 -0.300 0.024
H -0.8099 0.8183 6.7672 -0.275 -0.153 -0.539
H 1.2976 -0.2838 6.2706 -0.751 0.431 -1.346
H 1.9145 -0.5477 3.7755 0.323 -0.131 0.309
H 3.5316 -0.3671 0.2098 0.525 1.294 -0.305
H 5.7808 0.9251 0.1054 -0.739 -0.030 0.903
H 6.2799 2.3071 1.9469 1.300 0.763 0.498
H 4.4370 3.1505 3.4565 0.051 0.979 0.905
H 2.1047 2.4106 2.8904 -0.798 0.815 1.122
C -2.3187 6.9250 -0.3109 -1.779 -1.289 -2.381
Ge -0.8858 5.5890 -0.6331 0.088 1.220 -0.214
C -1.0909 4.3730 0.8694 -0.197 -0.898 -0.926
C 0.7790 6.6864 -0.6000 -0.909 -0.333 -0.070
C -0.9868 4.9726 -2.5207 -0.772 -0.240 -0.510
Se -1.3375 3.0294 -2.9316 -1.679 1.495 -0.071
C -3.1333 3.0616 -2.0384 0.858 -0.910 1.252
H -2.3171 7.2443 0.6849 0.503 0.992 1.439
H -3.3785 6.5058 -0.3988 1.317 0.114 -0.157
H -2.2907 7.7246 -1.0740 0.162 -0.055 0.710
H -1.7027 4.8910 1.5927 -0.155 0.011 0.316
H -0.1186 4.1170 1.2561 0.257 -0.126 0.360
H -1.5568 3.4172 0.5280 0.220 0.767 0.504
H 0.7044 7.4839 -1.3591 -0.062 -0.108 0.618
H 1.6288 6.0813 -0.8540 0.481 -0.277 -0.024
H 0.8716 7.0370 0.4288 0.198 0.413 -0.220
H -0.0495 5.1694 -3.0481 -0.085 0.111 0.218
H -1.7872 5.6243 -2.9809 0.738 -0.979 0.145
H -2.9914 3.6106 -1.0595 -0.275 -0.698 -1.177
H -3.4329 1.9928 -1.8360 0.384 1.183 -0.231
H -3.8582 3.5422 -2.6547 -0.493 0.416 -0.446
C 1.5027 3.1156 -1.3329 1.923 1.040 -0.900
H 1.2740 4.0054 -0.7043 0.476 -0.721 -0.116
H 1.6987 3.4962 -2.3603 -0.083 -0.137 0.534
H 2.4301 2.5800 -1.0267 -0.549 0.619 0.117
```
Forces are in eV/Å.

net charge = +1
expectation value of S² = 2.007
frontier orbital gap (alpha / beta) = 3.900 / 6.450 eV
multiplicity = 3

Atom charges from the Mulliken analysis, given in e for atoms 1 to 2:
1 Pt 1.099
2 N -0.601